Entry 1:
{
  "formula": "C35H60F15N5O15",
  "method": "ωB97M-V/def2-TZVPD",
  "smiles": "CCOC(=O)C(F)(F)F.CCOC(=O)C(F)(F)F.CCOC(=O)C(F)(F)F.CCOC(=O)C(F)(F)F.CCOC(=O)C(F)(F)F.CNC(C)=O.CNC(C)=O.CNC(C)=O.CNC(C)=O.CNC(C)=O",
  "fmax_ev_per_a": 7.7,
  "de_lowest_kcal_mol": 0.0,
  "e_homo_ev": -9.288,
  "charge": 0,
  "homo_lumo_gap_ev": 9.47,
  "symbols": ["C", "C", "O", "N", "C", "H", "H", "H", "H", "H", "H", "H", "C", "C", "O", "N", "C", "H", "H", "H", "H", "H", "H", "H", "C", "C", "O", "N", "C", "H", "H", "H", "H", "H", "H", "H", "C", "C", "O", "N", "C", "H", "H", "H", "H", "H", "H", "H", "C", "C", "O", "N", "C", "H", "H", "H", "H", "H", "H", "H", "C", "C", "O", "C", "O", "C", "F", "F", "F", "H", "H", "H", "H", "H", "C", "C", "O", "C", "O", "C", "F", "F", "F", "H", "H", "H", "H", "H", "C", "C", "O", "C", "O", "C", "F", "F", "F", "H", "H", "H", "H", "H", "C", "C", "O", "C", "O", "C", "F", "F", "F", "H", "H", "H", "H", "H", "C", "C", "O", "C", "O", "C", "F", "F", "F", "H", "H", "H", "H", "H"],
  "coordinates": [[0.02322, -1.44348, -4.74267], [-1.30580, -0.70333, -4.65249], [-2.33601, -1.32651, -4.42165], [-1.27019, 0.67241, -4.86926], [-2.46449, 1.53397, -4.85452], [0.77071, -0.90463, -5.30854], [-0.27739, -2.37796, -5.20730], [0.35713, -1.62176, -3.72396], [-0.39752, 1.06002, -5.16470], [-2.48776, 2.12967, -3.93419], [-3.35574, 0.92041, -4.89847], [-2.49163, 2.19519, -5.71952], [-1.42050, 2.85947, -0.62602], [-2.14604, 4.01762, -0.02884], [-2.80997, 3.93384, 0.97357], [-1.94236, 5.21673, -0.68632], [-2.67031, 6.39666, -0.33239], [-0.53251, 3.21897, -1.14450], [-2.09862, 2.35418, -1.30732], [-1.11676, 2.16635, 0.14551], [-1.57703, 5.13798, -1.61845], [-2.89256, 6.98169, -1.21598], [-2.11225, 6.94682, 0.41745], [-3.63544, 6.11225, 0.08746], [5.58018, -1.09608, 1.41219], [4.53074, -2.05415, 0.88001], [4.25240, -2.03693, -0.35977], [3.97054, -2.97150, 1.74231], [3.95374, -2.85654, 3.22179], [6.35934, -0.99651, 0.67641], [5.98934, -1.37017, 2.38271], [5.08524, -0.13142, 1.53152], [3.34960, -3.61329, 1.26926], [4.94975, -2.93647, 3.66813], [3.33516, -3.64972, 3.62983], [3.53142, -1.89996, 3.55396], [-5.80264, 4.34426, 3.63281], [-4.61696, 4.19030, 4.59402], [-4.70671, 4.30826, 5.80576], [-3.43943, 3.91584, 3.98154], [-2.14530, 3.68653, 4.68100], [-6.70370, 4.49376, 4.23740], [-5.90066, 3.45912, 3.01798], [-5.74554, 5.29812, 3.10130], [-3.41775, 3.80406, 2.98688], [-1.79691, 2.66223, 4.49399], [-2.20711, 3.86409, 5.74259], [-1.39621, 4.36186, 4.23951], [0.48756, -6.65616, -0.02947], [1.63679, -5.67152, -0.06720], [2.01691, -5.02701, 0.89409], [2.28071, -5.54210, -1.24209], [3.43732, -4.68250, -1.40275], [0.15654, -6.82247, -1.06378], [-0.30695, -6.16573, 0.51262], [0.84292, -7.60026, 0.36288], [1.94919, -6.01018, -2.05670], [3.79941, -4.77860, -2.42185], [4.25860, -5.00078, -0.75140], [3.22275, -3.64316, -1.15831], [0.70417, 5.22766, 1.69695], [1.94720, 5.93964, 2.16470], [3.07952, 5.10881, 1.92959], [3.57018, 5.17562, 0.74305], [3.28748, 5.91950, -0.05779], [4.60902, 4.04050, 0.45006], [5.80152, 4.60267, 0.13689], [4.79186, 3.21745, 1.44321], [4.19011, 3.32820, -0.62759], [0.62779, 5.18235, 0.60552], [-0.21623, 5.69190, 2.07254], [0.63105, 4.19139, 2.04166], [1.86853, 6.11363, 3.23064], [2.05713, 6.87671, 1.62971], [2.53509, 1.23093, -2.27889], [3.81384, 0.44974, -2.13124], [4.22458, -0.18238, -3.33560], [3.81949, -1.37458, -3.50599], [2.91058, -1.87517, -3.01593], [4.66201, -2.11604, -4.56261], [3.84617, -2.48782, -5.55741], [5.60815, -1.35794, -5.09586], [5.22684, -3.22984, -4.04386], [1.74792, 0.49019, -2.50236], [2.52025, 2.00165, -3.04410], [2.23168, 1.65787, -1.32140], [3.73841, -0.19831, -1.25311], [4.63533, 1.11431, -1.85174], [0.22458, -2.18485, 0.24867], [0.74559, -0.75233, 0.27513], [0.71264, -0.27789, 1.65493], [1.20919, 0.86663, 1.83350], [1.57975, 1.60040, 1.02539], [1.31332, 1.19667, 3.29139], [2.50895, 1.63394, 3.56094], [0.49829, 2.15673, 3.57191], [1.05542, 0.15605, 4.06751], [0.72296, -2.80277, 0.98166], [0.36143, -2.54492, -0.77218], [-0.85669, -2.12973, 0.40441], [0.18522, -0.15372, -0.44586], [1.81384, -0.69664, 0.01911], [-2.55036, -0.22325, 3.17799], [-3.23549, 0.68198, 2.12107], [-2.91791, 0.23926, 0.80943], [-3.68549, -0.68682, 0.28430], [-4.51193, -1.28952, 0.84709], [-3.55197, -0.78444, -1.26551], [-2.53844, 0.02524, -1.72732], [-3.33632, -2.01779, -1.71941], [-4.70872, -0.37208, -1.77321], [-2.90251, -1.24679, 3.13028], [-2.64143, 0.19963, 4.17490], [-1.47359, -0.20641, 2.96544], [-2.83675, 1.69006, 2.16281], [-4.31641, 0.70341, 2.27137], [-2.70141, -4.52078, -3.09307], [-2.29445, -4.74260, -1.63714], [-3.44325, -5.02460, -0.84640], [-3.31228, -5.04840, 0.45366], [-2.31753, -4.87958, 1.07156], [-4.69727, -5.21389, 1.14818], [-5.49127, -6.01177, 0.45936], [-4.54757, -5.74077, 2.36654], [-5.36034, -3.94571, 1.26340], [-1.87487, -4.15472, -3.68795], [-3.53289, -3.83254, -3.20974], [-3.06375, -5.49447, -3.44030], [-1.68472, -3.95376, -1.19117], [-1.61570, -5.60688, -1.65782]]
}

Entry 2:
{
  "formula": "C35H60F7IN2O11S2",
  "method": "ωB97M-V/def2-TZVPD",
  "fmax_ev_per_a": 4.2,
  "de_lowest_kcal_mol": 0.0,
  "e_homo_ev": -8.983,
  "charge": 0,
  "homo_lumo_gap_ev": 7.51,
  "symbols": ["C", "C", "C", "C", "C", "C", "C", "C", "C", "C", "I", "C", "S", "O", "O", "C", "F", "F", "C", "F", "F", "C", "F", "F", "F", "C", "C", "N", "S", "N", "C", "H", "H", "H", "H", "H", "H", "H", "H", "H", "H", "H", "H", "H", "H", "H", "H", "H", "H", "C", "O", "C", "C", "O", "C", "C", "O", "C", "H", "H", "H", "H", "H", "H", "H", "H", "H", "H", "H", "H", "H", "H", "C", "O", "C", "C", "O", "C", "C", "O", "C", "H", "H", "H", "H", "H", "H", "H", "H", "H", "H", "H", "H", "H", "H", "C", "O", "C", "C", "O", "C", "C", "O", "C", "H", "H", "H", "H", "H", "H", "H", "H", "H", "H", "H", "H", "H", "H"],
  "coordinates": [[0.97779, 0.94623, 1.77210], [-0.27114, 1.15160, 0.85175], [-0.35478, 2.63531, 0.39597], [-0.33280, 3.70179, 1.55041], [-1.08789, 3.29618, 2.84705], [-2.62869, 3.53033, 2.71001], [-3.48708, 2.26183, 3.06548], [-5.00177, 2.68359, 3.02978], [-5.93445, 1.75087, 2.23717], [-5.77380, 1.38106, 0.91107], [-4.10518, 2.05657, -0.20738], [-6.75458, 0.49286, 0.25241], [-6.65732, -0.11154, -1.43517], [-5.35152, -0.67849, -1.66508], [-7.63748, -1.15402, -1.61066], [-6.91752, 1.20997, -2.73029], [-5.74441, 1.80832, -3.01569], [-7.26426, 0.53856, -3.85475], [-8.08348, 2.23226, -2.43885], [-8.73661, 2.41528, -3.62396], [-9.01668, 1.73343, -1.59739], [-7.62818, 3.66519, -2.00498], [-8.77454, 4.37988, -1.82512], [-6.96172, 4.30372, -2.97106], [-6.98991, 3.67574, -0.83063], [-7.84110, 0.03252, 0.95388], [-8.07408, 0.36919, 2.32809], [-9.08509, -0.02973, 3.11205], [-8.78842, 0.68962, 4.53997], [-7.38901, 1.47370, 4.26020], [-7.08768, 1.23271, 2.96568], [1.51271, 0.00957, 1.52708], [0.69327, 0.87934, 2.83964], [1.64809, 1.82080, 1.67226], [-0.14165, 0.52668, -0.04987], [-1.22359, 0.86465, 1.33813], [-1.21596, 2.85150, -0.26968], [0.54848, 2.82132, -0.22724], [0.73636, 3.91275, 1.76774], [-0.72378, 4.64822, 1.11946], [-0.84473, 2.28684, 3.21403], [-0.73200, 4.00012, 3.63141], [-2.92789, 4.28650, 3.47034], [-2.93289, 3.94756, 1.73234], [-3.21642, 1.97108, 4.10075], [-3.23081, 1.43452, 2.38422], [-5.35170, 2.70228, 4.07888], [-5.09327, 3.71489, 2.64008], [-8.55940, -0.64396, 0.46637], [1.67931, -0.40942, -5.86872], [1.73533, -1.39618, -4.85550], [2.35073, -0.95803, -3.65448], [1.49384, -1.24724, -2.43050], [0.25297, -0.56184, -2.34775], [-0.74449, -0.87899, -3.31392], [-1.27545, -2.30408, -3.28949], [-0.28162, -3.23947, -3.68534], [-0.16635, -4.36618, -2.83842], [2.57342, -0.46316, -6.49694], [0.80540, -0.61908, -6.48833], [1.56511, 0.59710, -5.45648], [2.58455, 0.11060, -3.68693], [3.29687, -1.50374, -3.55397], [2.06602, -0.91432, -1.55770], [1.35040, -2.31865, -2.28768], [-0.41119, -0.59771, -4.31228], [-1.58606, -0.21819, -3.08608], [-2.10049, -2.37818, -4.00620], [-1.65882, -2.53019, -2.28869], [-0.37930, -4.12324, -1.79294], [0.86123, -4.72824, -2.89794], [-0.83750, -5.15859, -3.18318], [4.59042, -4.13626, -5.14664], [5.00786, -4.85112, -3.99888], [4.03818, -4.91770, -2.96673], [3.80278, -6.33961, -2.47979], [3.23232, -7.24468, -3.41380], [3.99252, -7.61338, -4.55775], [5.27947, -8.38182, -4.29719], [6.25757, -7.58162, -3.65156], [6.88108, -8.19700, -2.54285], [4.85870, -3.08047, -5.04340], [5.11938, -4.54952, -6.00763], [3.51743, -4.24050, -5.33026], [3.08403, -4.48369, -3.28274], [4.41638, -4.31984, -2.12853], [3.07657, -6.27728, -1.66240], [4.70248, -6.76340, -2.03234], [4.17166, -6.74675, -5.19391], [3.33801, -8.27395, -5.13353], [5.69811, -8.69066, -5.26182], [5.04946, -9.27829, -3.71077], [6.20032, -8.86178, -2.00275], [7.19830, -7.40962, -1.85736], [7.76454, -8.75467, -2.86961], [6.19421, 2.80217, 5.76793], [5.44745, 3.97588, 5.50900], [5.19279, 4.21970, 4.13620], [3.72170, 4.48177, 3.85008], [2.82645, 3.40178, 4.07729], [2.63744, 2.95049, 5.41249], [2.01413, 3.94367, 6.38194], [2.87718, 5.03567, 6.65625], [2.26206, 6.30535, 6.57362], [7.26395, 3.03049, 5.77602], [5.90814, 2.43770, 6.75628], [5.98099, 2.01113, 5.04328], [5.53764, 3.38971, 3.51169], [5.76290, 5.11223, 3.85310], [3.64106, 4.69768, 2.77962], [3.37093, 5.38442, 4.35127], [3.56365, 2.53694, 5.81119], [1.94665, 2.10578, 5.33195], [1.82988, 3.42912, 7.33197], [1.05553, 4.28694, 5.97641], [1.48178, 6.33700, 5.80709], [3.02953, 7.03243, 6.30405], [1.84103, 6.58338, 7.54500]]
}